Entry from the OMol25 dataset: a molecular structure, C38H28BBrF6N8O5SbTi (ωB97M-V with the def2-TZVPD basis set).

Calculated total energy = -6567.211043 Eh
Orbital gap = 7.05 eV
HOMO = -6.02 eV
Net charge = -1
Molecular weight = 1051.02 g mol⁻¹

Atoms and positions in Å:
O  2.93744  6.50218  4.75659
H  3.47845  -0.97076  5.21726
C  -1.79916  -0.59716  1.64088
F  3.28732  5.31527  -3.46253
H  2.77294  -3.39722  0.75346
C  -0.43963  -3.14646  -1.98858
Br  -5.68842  -4.27970  0.27553
Ti  1.14191  0.27915  0.65154
N  3.83023  5.99548  4.09888
O  0.04612  0.64292  -0.72004
F  0.89342  4.07717  -3.28405
C  -1.95212  -2.51386  -3.72722
H  -0.13273  3.22695  3.10789
C  -4.92844  -1.88330  -1.05879
C  0.62699  2.68570  2.52836
H  5.49946  4.69229  2.47908
F  1.89183  5.35160  -1.14453
F  3.12344  2.62137  -3.46084
C  -2.21335  1.20438  -3.49222
C  -4.50638  0.12260  2.13174
C  -2.53290  -0.07565  -3.85439
C  -2.30850  -2.83543  2.51846
N  -3.56107  -0.21089  -4.84647
H  -4.31325  -0.08196  -2.02217
C  2.20336  -0.47092  3.46870
C  -4.05530  -1.11356  2.48955
H  -4.71883  -1.82714  2.96541
H  0.91122  -2.64623  1.59822
H  -1.32349  -4.52716  -3.40403
C  3.25325  -1.05684  4.16923
C  -0.42372  -0.98408  1.46495
C  2.94714  2.55432  1.74876
C  -1.32322  1.45722  -2.43471
O  4.96177  6.44066  4.03267
C  3.94301  -1.77281  3.20600
H  -1.69068  1.35908  0.71994
C  4.51870  4.23978  2.48731
H  -2.57698  -2.74499  -4.57980
C  -1.83900  -1.17680  -3.27999
H  -3.02977  -3.52584  2.94102
C  -5.34993  -3.19112  -1.23976
H  -5.43616  -3.29814  -4.61066
H  -5.89371  -4.73416  -2.62588
H  -1.07340  2.46823  -2.14097
C  -5.54266  -3.71891  -2.50466
C  -1.25936  -3.49562  -3.08477
H  -0.71127  -4.23960  2.44114
O  2.70644  1.51238  1.06739
N  2.45620  -0.64513  -0.70036
C  -2.71952  -1.51330  2.22533
C  -0.74879  0.40948  -1.76320
C  -5.28403  -2.92135  -3.60713
C  -4.80074  -1.63021  -3.44390
C  -4.65814  -1.09715  -2.16679
N  3.33754  -1.60512  2.02484
H  1.41389  0.17321  3.82082
H  1.48035  4.80737  3.91000
H  -5.52982  0.41487  2.33261
H  0.11008  -3.91488  -1.45253
H  3.83236  -0.86514  -3.65996
H  4.70669  -2.86736  0.78295
H  -4.79106  -1.48329  -0.06416
Sb  2.52789  4.01625  -2.32543
C  3.50983  4.82630  3.28807
N  -4.56015  -0.91487  -4.66753
F  1.75631  2.70558  -1.17821
O  0.23918  1.68495  1.89734
C  -3.63248  1.00677  1.46395
C  2.53926  -0.24834  -1.97991
H  -3.99435  1.97230  1.13129
C  1.94448  3.18729  2.54587
C  4.01488  -1.83127  -1.67078
H  1.94185  0.57222  -2.33809
C  3.51195  -0.97826  -2.64013
H  4.79354  -2.57391  -1.71663
C  -0.09721  -2.28732  1.75226
H  4.81429  -2.40127  3.27567
C  -0.95725  -0.93431  -2.20440
N  3.38110  -1.61316  -0.51850
H  -2.69498  2.02710  -4.00486
C  2.24341  4.32897  3.31063
H  4.99005  2.69577  1.08763
B  3.56495  -2.47871  0.75873
F  4.13233  3.89768  -1.32373
N  -0.27942  -1.92202  -1.57111
C  -2.33062  0.66009  1.23186
N  2.26828  -0.81037  2.18129
C  4.24919  3.14086  1.73582
C  -1.03238  -3.22279  2.24747

Forces on the atoms, in the same order (eV/Å):
O 0.0 -0.1 0.1
H 0.0 0.0 0.0
C 0.0 0.0 -0.1
F 0.0 0.0 0.0
H 0.0 0.0 0.0
C 0.0 0.0 0.0
Br 0.0 0.0 0.0
Ti -0.2 -0.1 0.3
N -0.1 0.3 -0.4
O 0.2 0.0 0.1
F 0.0 0.0 0.0
C 0.0 0.0 0.0
H 0.0 0.0 0.0
C 0.0 0.0 0.0
C 0.0 0.0 -0.1
H 0.0 0.0 0.0
F 0.0 0.0 0.0
F 0.0 0.0 0.0
C 0.0 0.0 0.0
C 0.0 0.0 0.0
C 0.0 0.0 0.0
C 0.0 0.0 0.0
N 0.2 0.1 -0.1
H 0.0 0.0 0.0
C 0.0 0.0 0.0
C 0.0 0.0 0.0
H 0.0 0.0 0.0
H 0.0 0.0 0.0
H 0.0 0.0 0.0
C 0.0 0.0 0.0
C 0.0 0.1 0.0
C 0.0 0.1 0.0
C 0.0 0.0 0.0
O 0.0 -0.1 0.1
C 0.0 0.0 0.0
H 0.0 0.0 0.0
C 0.0 0.0 0.0
H 0.0 0.0 0.0
C 0.0 0.0 0.0
H 0.0 0.0 0.0
C 0.0 0.0 0.0
H 0.0 0.0 0.0
H 0.0 0.0 0.0
H 0.0 0.0 0.0
C 0.0 0.0 0.0
C 0.0 0.0 0.0
H 0.0 0.0 0.0
O -0.2 -0.2 -0.2
N 0.0 -0.1 -0.1
C 0.0 0.0 0.0
C 0.0 0.0 0.0
C 0.0 0.0 0.0
C 0.0 0.0 0.0
C 0.0 0.0 0.0
N 0.0 0.0 0.0
H 0.0 0.0 0.0
H 0.0 0.0 0.0
H 0.0 0.0 0.0
H 0.0 0.0 0.0
H 0.0 0.0 0.0
H 0.0 0.0 0.0
H 0.0 0.0 0.0
Sb 0.0 0.0 0.0
C 0.0 -0.1 0.1
N -0.1 -0.1 0.0
F -0.1 0.1 0.0
O 0.1 -0.1 0.1
C 0.0 0.0 0.0
C 0.0 0.1 0.1
H 0.0 0.0 0.0
C 0.0 0.0 0.0
C 0.1 0.1 0.0
H 0.0 0.0 0.0
C 0.0 0.0 0.0
H 0.0 0.0 0.0
C 0.0 0.0 0.0
H 0.0 0.0 0.0
C 0.0 0.0 0.0
N 0.0 0.0 0.0
H 0.0 0.0 0.0
C 0.0 0.0 0.0
H 0.0 0.0 0.0
B 0.0 0.0 0.0
F 0.0 0.0 0.0
N 0.0 0.0 0.0
C 0.0 0.0 0.0
N 0.0 0.0 0.0
C 0.0 0.0 0.0
C 0.0 0.0 0.0

Atom-resolved charges from Löwdin, all expressed in e:
1. O 0.056
2. H 0.091
3. C -0.150
4. F -0.370
5. H 0.065
6. C -0.112
7. Br 0.726
8. Ti 1.182
9. N -0.361
10. O -0.210
11. F -0.374
12. C -0.012
13. H 0.150
14. C -0.090
15. C -0.115
16. H 0.122
17. F -0.375
18. F -0.366
19. C -0.007
20. C -0.108
21. C -0.241
22. C -0.050
23. N 0.082
24. H 0.122
25. C -0.124
26. C -0.071
27. H 0.105
28. H 0.064
29. H 0.102
30. C -0.042
31. C -0.122
32. C -0.301
33. C 0.032
34. O 0.064
35. C -0.075
36. H 0.088
37. C 0.029
38. H 0.112
39. C -0.105
40. H 0.103
41. C -0.676
42. H 0.114
43. H 0.098
44. H 0.123
45. C -0.126
46. C -0.038
47. H 0.101
48. O -0.107
49. N -0.032
50. C -0.175
51. C -0.270
52. C -0.041
53. C -0.280
54. C -0.007
55. N -0.049
56. H 0.117
57. H 0.131
58. H 0.099
59. H 0.112
60. H 0.099
61. H 0.073
62. H 0.083
63. Sb 1.359
64. C -0.145
65. N 0.070
66. F -0.350
67. O -0.088
68. C -0.082
69. C -0.118
70. H 0.101
71. C -0.106
72. C -0.075
73. H 0.099
74. C -0.028
75. H 0.120
76. C -0.112
77. H 0.119
78. C -0.130
79. N -0.046
80. H 0.120
81. C 0.062
82. H 0.127
83. B -0.403
84. F -0.361
85. N 0.153
86. C -0.043
87. N -0.065
88. C 0.032
89. C -0.072